No. 1
Formula: C34H48O23S
Source: OMol25
Level of theory: the ωB97M-V functional and the def2-TZVPD basis

```
106
Properties=species:S:1:pos:R:3:lowdin_charge:R:1
C 6.25 -3.47 0.39 -0.157
C 6.61 -2.56 -0.96 -0.269
C 6.15 -3.28 -2.36 -0.228
C 5.27 -2.29 -3.37 -0.194
C 3.71 -2.12 -2.81 -0.211
C 2.57 -2.15 -3.98 -0.193
C 1.01 -2.28 -3.39 -0.129
C 0.77 -3.67 -2.55 -0.058
C 0.24 -3.64 -1.16 -0.025
C -0.17 -2.32 -0.30 -0.145
C 1.02 -1.22 -0.09 -0.181
C 0.29 0.28 -0.23 -0.228
S 1.49 1.66 -0.65 0.801
O 0.61 2.94 -0.95 -0.401
O 2.42 2.07 0.52 -0.354
O 2.30 1.30 -2.11 -0.224
C -0.01 -5.13 -0.44 -0.181
O 0.07 -5.34 0.88 -0.051
C -0.44 -6.45 -1.37 0.021
C 0.11 -6.42 -2.78 0.020
C 1.07 -5.13 -3.25 -0.175
O 1.97 -5.39 -4.20 -0.032
H 5.09 -3.49 0.49 0.067
H 6.63 -4.57 0.26 0.073
H 6.74 -3.01 1.37 0.082
H 6.18 -1.48 -0.80 0.104
H 7.79 -2.44 -0.96 0.106
H 7.16 -3.57 -2.94 0.113
H 5.57 -4.26 -2.09 0.109
H 5.31 -2.73 -4.47 0.113
H 5.82 -1.24 -3.34 0.116
H 3.68 -1.03 -2.32 0.098
H 3.45 -2.86 -1.94 0.110
H 2.60 -1.11 -4.56 0.120
H 2.82 -2.98 -4.77 0.108
H 0.67 -1.31 -2.85 0.097
H 0.34 -2.37 -4.37 0.135
H -1.18 -1.84 -0.73 0.119
H -0.47 -2.69 0.79 0.128
H 1.58 -1.28 0.94 0.133
H 1.83 -1.24 -0.94 0.081
H -0.44 0.17 -1.17 0.120
H -0.35 0.48 0.72 0.142
H 1.61 1.48 -2.83 0.118
H -1.14 -7.29 -0.95 0.117
H -0.17 -7.30 -3.49 0.116
O -3.00 -2.85 -0.08 0.103
C -3.35 -3.33 0.99 -0.504
O -4.08 -4.48 1.12 0.071
C -4.08 -4.81 2.49 -0.135
C -3.83 -3.50 3.16 -0.129
O -3.06 -2.79 2.21 0.059
H -5.04 -5.25 2.78 0.124
H -3.29 -5.54 2.68 0.134
H -4.75 -2.95 3.36 0.139
H -3.27 -3.61 4.10 0.141
O -1.15 4.92 -6.61 0.130
C -1.37 4.86 -5.42 -0.516
O -1.00 3.81 -4.62 0.058
C -1.23 4.22 -3.28 -0.148
C -2.28 5.28 -3.42 -0.137
O -2.03 5.82 -4.70 0.065
H -1.57 3.37 -2.67 0.129
H -0.30 4.61 -2.86 0.132
H -3.29 4.86 -3.40 0.135
H -2.20 6.05 -2.65 0.123
O -6.41 -7.20 3.76 0.130
C -5.61 -8.12 3.66 -0.510
O -5.96 -9.42 3.47 0.069
C -4.77 -10.13 3.18 -0.139
C -3.70 -9.27 3.79 -0.137
O -4.25 -7.97 3.72 0.048
H -4.79 -11.13 3.61 0.139
H -4.66 -10.21 2.09 0.137
H -3.52 -9.52 4.84 0.138
H -2.76 -9.32 3.24 0.140
O 2.33 3.14 6.95 0.121
C 2.77 3.31 5.82 -0.520
O 3.19 2.32 4.99 0.058
C 3.40 2.90 3.72 -0.141
C 3.63 4.34 4.04 -0.136
O 2.89 4.54 5.23 0.064
H 4.25 2.44 3.22 0.138
H 2.50 2.75 3.11 0.122
H 4.69 4.56 4.23 0.139
H 3.28 5.00 3.24 0.111
O -2.66 7.32 -0.26 0.128
C -3.76 7.53 -0.73 -0.515
O -3.99 8.08 -1.96 0.058
C -5.38 7.94 -2.23 -0.136
C -5.97 7.83 -0.86 -0.139
O -4.94 7.24 -0.10 0.067
H -5.75 8.80 -2.78 0.140
H -5.53 7.04 -2.83 0.136
H -6.22 8.80 -0.43 0.138
H -6.87 7.20 -0.85 0.139
O 2.78 7.01 2.35 0.122
C 1.72 7.60 2.46 -0.500
O 1.51 8.66 3.30 0.066
C 0.24 9.19 2.98 -0.141
C -0.47 8.04 2.35 -0.141
O 0.58 7.28 1.78 0.072
H -0.26 9.55 3.88 0.137
H 0.38 10.03 2.29 0.136
H -0.99 7.42 3.09 0.140
H -1.18 8.35 1.59 0.119
```

Summary:
LUMO level: -0.0595 Eh
HOMO-LUMO gap: 8.16 eV
HOMO energy: -9.779 eV
E_tot: -3452.68082 hartree


No. 2
Formula: C34H49AsCrNO2Si3
Source: OMol25
Level of theory: the ωB97M-V functional and the def2-TZVPD basis

```
91
Properties=species:S:1:pos:R:3:mulliken_spin:R:1
Cr -0.69 0.19 -0.69 3.772
C -4.15 -0.27 -2.69 0.004
Si -3.24 -1.74 -1.96 0.039
C -4.07 -2.02 -0.29 0.013
C -3.66 -3.21 -3.06 -0.003
C -1.40 -1.51 -1.79 0.029
Si -0.65 -2.66 -0.55 -0.094
C 1.24 -2.68 -0.59 0.063
C -1.20 -4.45 -0.60 0.006
C -1.07 -1.99 1.20 0.132
Si -0.50 -1.49 -3.38 0.062
C 0.04 -3.13 -4.10 0.000
C -1.33 -0.54 -4.78 0.000
C 1.07 -0.43 -3.06 0.044
C 2.20 -0.41 -3.87 -0.006
C 3.22 0.49 -3.62 0.009
C 3.09 1.38 -2.57 -0.006
C 1.96 1.31 -1.79 0.093
N 0.98 0.43 -2.01 -0.204
H -5.19 -0.55 -2.87 0.000
H -3.74 0.06 -3.65 -0.001
H -4.16 0.59 -2.01 0.000
H -5.15 -2.05 -0.43 0.001
H -3.85 -1.22 0.42 -0.002
H -3.78 -2.96 0.17 0.001
H -4.73 -3.39 -3.08 -0.001
H -3.17 -4.13 -2.71 -0.001
H -3.34 -3.04 -4.09 0.000
H 1.65 -3.00 -1.55 0.006
H 1.59 -3.37 0.17 0.003
H 1.67 -1.70 -0.36 -0.010
H -0.90 -4.92 -1.54 0.000
H -2.28 -4.56 -0.49 -0.001
H -0.72 -5.01 0.21 0.000
H -1.28 -0.92 1.30 -0.055
H -0.24 -2.21 1.88 0.010
H -1.96 -2.49 1.58 0.013
H -0.84 -3.71 -4.37 0.000
H 0.63 -3.73 -3.41 -0.001
H 0.63 -3.00 -5.02 0.000
H -2.23 -1.04 -5.12 0.001
H -0.65 -0.46 -5.63 0.000
H -1.60 0.48 -4.48 -0.003
H 2.27 -1.10 -4.70 0.000
H 4.11 0.50 -4.25 0.000
H 3.86 2.11 -2.35 0.000
H 1.80 1.99 -0.96 0.006
O -0.03 1.40 0.81 0.068
As 1.14 1.47 2.01 0.004
C 0.29 1.55 3.72 0.000
C 0.90 2.25 4.75 -0.001
C 0.30 2.28 6.00 0.000
C -0.89 1.61 6.21 0.000
C -1.50 0.91 5.18 0.000
C -0.91 0.87 3.93 0.008
C 2.18 3.04 1.74 0.003
C 1.63 4.08 0.99 -0.001
C 2.35 5.24 0.80 0.000
C 3.62 5.37 1.35 0.000
C 4.17 4.34 2.10 0.000
C 3.45 3.17 2.29 0.001
C 2.34 -0.02 1.99 0.027
C 2.14 -1.08 2.87 -0.005
C 2.99 -2.17 2.83 0.001
C 4.05 -2.19 1.92 0.000
C 4.26 -1.13 1.06 0.001
C 3.41 -0.03 1.09 -0.004
H 1.83 2.79 4.59 0.000
H 0.77 2.83 6.81 0.000
H -1.36 1.63 7.19 0.000
H -2.43 0.39 5.35 0.000
H -1.38 0.33 3.12 -0.007
H 0.64 3.96 0.56 0.001
H 1.93 6.05 0.21 0.000
H 4.18 6.28 1.20 0.000
H 5.16 4.44 2.52 0.000
H 3.89 2.36 2.86 0.000
H 1.32 -1.06 3.58 0.000
H 2.84 -3.00 3.50 0.000
H 4.71 -3.05 1.90 0.000
H 5.08 -1.14 0.36 0.000
H 3.58 0.80 0.43 -0.002
C -3.36 2.01 0.86 0.036
C -2.88 2.76 -0.36 0.001
O -2.13 1.84 -1.18 -0.051
H -3.92 2.69 1.51 0.001
H -2.51 1.64 1.43 -0.004
H -4.00 1.18 0.58 -0.004
H -2.24 3.60 -0.09 -0.001
H -3.72 3.13 -0.94 0.002
H -2.11 2.15 -2.09 0.006
```

Summary:
LUMO level (spin up / spin down): -0.0770 / -0.0780 Eh
ΔE to the lowest compared entry with this formula, charge and spin: 0.000 eV
2S+1: 5
HOMO-LUMO gap (spin up / spin down): 8.43 / 8.41 eV
HOMO energy (spin up / spin down): -10.520 / -10.531 eV
Total charge: +1
E_tot: -5678.87913 hartree


No. 3
Formula: C34H50Br6O16
Source: OMol25
Level of theory: the ωB97M-V functional and the def2-TZVPD basis

```
106
Properties=species:S:1:pos:R:3:lowdin_charge:R:1
O -0.79 -2.93 -2.26 0.131
C 0.06 -3.76 -2.22 -0.434
O 1.12 -3.73 -1.39 0.016
C 2.02 -4.81 -1.59 -0.148
C 1.17 -5.89 -2.27 -0.149
C 0.16 -5.05 -3.08 -0.046
H 2.33 -5.22 -0.63 0.106
H 2.91 -4.49 -2.13 0.133
H 0.67 -6.61 -1.63 0.109
H 1.78 -6.47 -2.97 0.110
H -0.83 -5.50 -3.11 0.120
H 0.61 -4.93 -4.06 0.124
O 3.57 1.75 -0.25 0.106
C 4.25 1.03 0.44 -0.500
O 4.85 1.49 1.53 0.030
C 5.49 0.40 2.29 -0.114
C 5.18 -0.82 1.46 -0.165
C 4.57 -0.43 0.12 -0.045
H 5.06 0.40 3.29 0.120
H 6.55 0.65 2.35 0.118
H 4.55 -1.56 1.96 0.079
H 6.15 -1.34 1.49 0.113
H 3.63 -0.91 -0.14 0.099
H 5.19 -0.54 -0.77 0.128
O -3.13 -0.46 -1.37 0.097
C -3.33 -0.79 -2.49 -0.437
O -4.60 -1.13 -2.91 0.016
C -4.61 -1.53 -4.28 -0.164
C -3.34 -0.94 -4.85 -0.165
C -2.36 -0.92 -3.68 -0.053
H -5.38 -0.85 -4.68 0.124
H -4.88 -2.55 -4.52 0.126
H -3.46 0.07 -5.25 0.111
H -2.93 -1.39 -5.75 0.115
H -1.83 0.02 -3.75 0.095
H -1.91 -1.91 -3.53 0.100
O 2.71 -2.70 2.27 0.118
C 2.20 -3.78 2.30 -0.489
O 1.08 -4.06 1.62 0.008
C 0.64 -5.41 1.89 -0.121
C 1.21 -5.68 3.32 -0.119
C 2.54 -4.95 3.16 -0.081
H 1.11 -6.05 1.14 0.111
H -0.43 -5.45 1.73 0.131
H 1.29 -6.75 3.53 0.113
H 0.55 -5.35 4.12 0.118
H 3.39 -5.54 2.81 0.134
H 2.96 -4.50 4.06 0.130
O 1.82 1.82 2.98 0.120
C 1.22 1.60 3.99 -0.457
O 0.57 2.61 4.62 0.025
C -0.27 2.19 5.66 -0.165
C 0.04 0.71 5.92 -0.136
C 0.92 0.31 4.75 -0.072
H -1.30 2.24 5.28 0.115
H -0.28 2.77 6.58 0.124
H -0.84 0.08 5.87 0.109
H 0.51 0.62 6.90 0.110
H 0.44 -0.31 3.98 0.114
H 1.84 -0.24 4.96 0.123
O -3.31 5.45 -1.09 0.120
C -2.81 4.62 -1.79 -0.467
O -2.29 4.97 -2.99 0.035
C -1.67 3.85 -3.65 -0.115
C -2.17 2.59 -2.89 -0.129
C -2.55 3.16 -1.53 -0.083
H -0.59 3.88 -3.56 0.127
H -2.06 3.80 -4.66 0.120
H -1.45 1.77 -2.87 0.066
H -3.14 2.26 -3.25 0.120
H -1.79 3.05 -0.76 0.068
H -3.50 2.72 -1.24 0.135
O 0.36 0.86 -2.62 0.094
C 0.31 0.37 -1.54 -0.430
O 1.13 -0.63 -1.08 0.022
C 0.85 -0.91 0.31 -0.144
C 0.14 0.29 0.79 -0.161
C -0.58 0.86 -0.40 -0.062
H 1.80 -1.09 0.80 0.095
H 0.34 -1.88 0.33 0.116
H 0.88 1.06 1.02 0.102
H -0.40 0.13 1.72 0.065
H -0.56 1.96 -0.42 0.098
H -1.64 0.63 -0.44 0.093
O -2.25 3.19 2.94 0.031
C -2.02 4.22 2.38 -0.498
O -2.63 5.40 2.61 0.032
C -2.09 6.41 1.72 -0.125
C -0.65 5.89 1.47 -0.118
C -0.97 4.43 1.32 -0.084
H -2.11 7.34 2.27 0.120
H -2.70 6.57 0.83 0.103
H 0.13 6.18 2.16 0.121
H -0.44 6.32 0.48 0.118
H -0.12 3.78 1.54 0.129
H -1.43 4.07 0.41 0.083
C -4.39 0.70 1.47 -1.491
Br -3.12 -0.27 2.60 0.575
Br -5.17 2.21 2.48 0.593
Br -5.86 -0.51 0.91 0.530
H -3.77 1.06 0.65 -0.060
C 2.33 1.24 -5.78 -1.587
Br 3.32 2.64 -4.85 0.542
Br 3.47 0.11 -6.89 0.546
Br 0.87 2.09 -6.74 0.538
H 1.91 0.66 -4.96 -0.049
```

Summary:
LUMO level: 0.0014 Eh
HOMO-LUMO gap: 9.28 eV
HOMO energy: -9.240 eV
E_tot: -17973.46122 hartree